Computed, not measured: a cluster of 11 separate species, C27H75N5O11 in total at a distorted geometry, with wB97M-V/def2-TZVPD.

XYZ file:
```
118
Properties=species:S:1:pos:R:3:forces:R:3:mulliken_charge:R:1
C 0.60465 -8.63091 4.76364 -0.40 -1.01 -0.08 -1.583
C 0.47124 -7.14260 5.07541 -1.90 -0.69 0.74 1.691
C 1.85121 -6.55406 5.14274 0.95 0.49 0.84 -1.205
C 2.51421 -6.36752 3.81948 -0.65 1.66 -1.96 -0.634
C 1.58416 -5.46072 2.93806 -0.37 -0.09 1.61 -1.219
C 0.16960 -6.08879 2.81059 0.12 0.07 -1.74 1.338
N -0.37734 -6.43555 4.10902 1.07 1.94 0.79 0.096
O -1.72895 -6.84104 4.14373 1.19 -0.04 -0.61 -0.411
C -0.77563 -5.05315 2.10096 0.78 1.45 0.52 -1.748
C 0.41398 -7.30116 1.90168 -1.58 -0.52 -0.79 -1.571
C -0.21262 -6.91196 6.44628 0.70 0.52 1.20 -1.907
H 1.39677 -8.83603 4.04351 0.23 -0.03 0.34 0.360
H -0.26258 -9.11863 4.31853 -0.47 0.42 -0.14 0.292
H 0.71329 -9.22217 5.67287 0.58 0.12 0.07 0.404
H 1.79780 -5.63500 5.72632 -0.05 0.49 -0.44 0.453
H 2.54168 -7.13532 5.75386 -0.41 -0.65 0.21 0.320
H 2.70735 -7.29659 3.28316 0.20 -0.05 0.28 0.290
H 3.43292 -5.78327 3.87162 0.28 -0.41 0.37 0.393
H 2.01399 -5.18536 1.97499 -0.16 -0.43 -0.17 0.434
H 1.49897 -4.52554 3.49150 -0.11 0.24 0.08 0.411
H -1.86023 -5.08442 1.99723 0.07 -1.28 0.18 0.353
H -0.67796 -4.12728 2.66781 0.10 0.10 0.54 0.403
H -0.39262 -4.69003 1.14726 0.26 -0.68 -0.33 0.389
H -0.49178 -7.90141 1.98775 0.00 -0.59 -0.10 0.323
H 0.39917 -7.01819 0.84917 0.26 0.23 -0.03 0.422
H 1.27934 -7.94474 2.05994 -0.12 0.30 0.30 0.320
H -1.27024 -7.11312 6.61677 0.15 -0.56 -0.65 0.351
H -0.11077 -5.88315 6.79165 -0.07 0.55 -0.76 0.424
H 0.36766 -7.35080 7.25794 0.01 -0.87 -0.12 0.431
H -1.68109 -7.66167 3.64785 -0.69 -0.65 -0.15 0.378
C -4.26453 4.38883 -4.28714 -0.47 1.66 -4.27 0.721
O -4.84872 4.83906 -5.23002 -1.59 2.55 -2.14 -0.661
N -4.60093 3.25425 -3.83898 -1.20 -5.29 3.71 -0.301
N -3.09345 4.76578 -3.86243 3.62 1.52 2.44 -0.360
H -3.93577 2.92459 -3.15415 -1.01 -1.21 0.03 0.092
H -5.45181 2.78585 -4.11592 0.40 0.19 0.25 0.177
H -2.89594 4.36060 -2.95860 0.93 0.68 -0.04 0.136
H -2.60056 5.60122 -4.14391 -0.57 -0.17 0.05 0.207
C 1.23722 7.25150 1.91718 0.20 -3.70 1.25 0.583
O 1.37537 6.20788 2.50600 0.40 -1.30 1.93 -0.649
N 0.39760 7.34594 0.96102 -4.02 0.12 -5.36 -0.380
N 1.87559 8.35795 2.08750 2.94 4.20 1.59 -0.433
H 0.48392 8.11786 0.31543 -0.42 -0.02 0.21 0.192
H 0.01159 6.50526 0.55562 0.15 0.02 0.24 0.237
H 2.32530 8.46286 2.98575 0.56 0.08 -0.53 0.232
H 2.27984 8.71369 1.23302 0.23 0.56 0.66 0.220
C -8.36823 1.36539 -0.70817 -0.38 0.87 1.53 -0.926
C -7.22309 0.51346 -0.27465 1.97 -1.34 -1.92 -0.292
O -6.12686 1.18231 0.26759 0.69 1.54 1.06 -0.494
H -9.07683 0.86440 -1.36772 -0.08 0.04 0.36 0.310
H -8.08739 2.33928 -1.10912 0.62 -0.37 -0.67 0.289
H -8.76523 1.71972 0.24310 -1.19 -0.24 0.00 0.276
H -6.71700 0.12764 -1.15958 -0.49 -0.61 -0.40 0.205
H -7.34608 -0.34428 0.38662 -1.27 -0.10 -0.17 0.353
H -6.35327 1.42934 1.16721 0.17 0.24 0.21 0.277
C -0.23717 2.37744 -9.40556 0.38 -0.66 -1.22 -1.100
C -0.97573 2.99740 -8.26176 0.88 1.01 0.09 -0.065
O -2.22557 3.47100 -8.69740 -0.76 -0.57 -0.19 -0.520
H 0.80672 2.14826 -9.19142 0.00 0.08 0.40 0.282
H -0.20618 2.99078 -10.30609 -0.14 0.54 0.23 0.306
H -0.66934 1.45401 -9.79106 -0.30 -0.20 0.42 0.310
H -0.43080 3.88875 -7.95092 0.48 0.05 0.22 0.216
H -0.96745 2.34034 -7.39210 -0.55 -0.27 0.00 0.277
H -2.80653 3.61798 -7.94740 -0.03 0.07 0.10 0.291
C 7.81349 4.43460 2.18264 -0.26 0.26 0.02 -1.052
C 6.34052 4.56311 1.78772 1.10 -0.42 0.30 -0.138
O 5.58340 4.21890 2.90937 -0.78 0.02 0.66 -0.512
H 8.39118 4.32230 1.26515 0.34 0.02 0.25 0.320
H 7.95379 3.58891 2.85585 -0.15 -0.41 -0.42 0.290
H 8.18348 5.25859 2.79275 -0.11 0.38 -0.35 0.287
H 6.14736 3.82515 1.00913 -0.07 0.18 -0.45 0.239
H 6.07473 5.57071 1.46799 0.19 0.08 -0.34 0.272
H 4.67230 4.40518 2.67108 -0.30 -0.08 0.35 0.291
C 5.11831 0.57864 -7.42307 -1.40 -0.19 0.29 -0.915
C 5.80119 1.81364 -7.85508 1.28 1.77 -0.33 -0.223
O 5.14575 3.04939 -7.42936 0.11 -1.27 -0.11 -0.531
H 4.06848 0.67782 -7.69899 -0.13 -0.24 -0.38 0.208
H 5.04671 0.41389 -6.34796 0.61 0.09 0.08 0.278
H 5.54303 -0.28863 -7.92858 -0.01 0.01 0.14 0.319
H 5.93689 1.83954 -8.93629 -0.57 -0.14 -0.32 0.271
H 6.84295 1.85182 -7.53671 0.14 -0.12 0.59 0.294
H 5.61484 3.76207 -7.86942 -0.02 0.09 0.03 0.299
C -6.63839 5.66565 4.40289 -0.66 0.51 -0.76 -1.066
C -5.49432 4.81362 3.96997 0.15 1.31 0.44 -0.098
O -5.80215 3.53607 4.39459 0.54 -1.57 0.62 -0.517
H -7.40280 5.33996 3.69741 -0.80 0.69 0.45 0.253
H -6.38951 6.72372 4.32126 -0.24 0.06 -0.46 0.327
H -6.94691 5.53142 5.43967 0.13 -0.47 -0.11 0.295
H -4.62937 5.27593 4.44561 0.71 -0.62 -0.13 0.290
H -5.40037 4.78622 2.88437 0.27 0.53 -0.15 0.222
H -4.96566 3.06793 4.44694 -0.09 -0.47 0.09 0.296
C 0.74463 -0.02634 5.84337 2.16 -0.36 0.50 -1.004
C -0.26459 0.72422 5.03961 -1.14 -1.80 2.03 -0.110
O -1.55885 0.38793 5.77379 0.93 1.62 -1.59 -0.529
H 0.55823 -1.08957 5.99476 -0.74 0.02 -0.07 0.289
H 0.97345 0.39469 6.82239 -0.43 0.14 0.05 0.276
H 1.71971 -0.08548 5.35983 0.22 0.41 -0.37 0.342
H -0.15192 0.34975 4.02217 -0.93 0.24 -0.23 0.194
H -0.09551 1.79938 5.09916 -0.46 -0.15 -0.06 0.244
H -1.78295 -0.54091 5.68087 0.38 -0.12 -0.28 0.298
C 3.41604 -4.47570 -4.05365 1.71 1.05 0.83 -0.941
C 2.48701 -5.59559 -4.30676 -0.39 0.87 1.81 -0.273
O 2.27738 -5.64254 -5.65365 -0.87 -0.84 -2.41 -0.496
H 3.22461 -3.58593 -4.65345 -0.79 0.05 0.17 0.265
H 4.44196 -4.66382 -4.37016 0.15 -0.60 0.20 0.280
H 3.43210 -4.21434 -2.99557 0.13 0.19 0.07 0.311
H 1.50864 -5.29488 -3.93197 -0.03 -0.36 1.20 0.247
H 2.79029 -6.52108 -3.81729 0.08 -0.20 -0.38 0.270
H 1.49228 -5.09009 -5.65426 0.01 -0.14 -1.49 0.336
C 0.96134 1.91066 -1.93781 -1.17 0.84 0.64 -1.055
C -0.48652 1.54088 -1.52158 0.02 -0.01 -0.68 -0.136
O -1.16208 2.61285 -0.85533 0.71 0.54 0.24 -0.559
H 1.51051 1.08876 -2.39714 -0.17 -0.06 0.23 0.332
H 1.43170 2.27517 -1.02458 0.40 -0.30 0.00 0.265
H 0.98150 2.76528 -2.61407 -0.17 -0.08 -0.19 0.292
H -0.42799 0.65513 -0.88904 -0.16 -0.07 0.09 0.291
H -1.13476 1.34938 -2.37669 0.40 -0.62 -0.37 0.268
H -1.92998 2.27988 -0.38516 0.05 -0.21 0.01 0.296
```
Positions in Å, forces in eV/Å.

## Properties
E_tot: -2174.87777 a.u.
Total charge: 0
HOMO-LUMO gap: 8.417 eV
HOMO: -8.5 eV